(1)
Density functional theory data (the ωB97M-V functional and the def2-TZVPD basis) for C48H40MnN4OP as an isolated structure.

The expectation value of S² is 9.1537. The spin multiplicity is 6. The total charge is -1. The energy is -3639.8596 Ha.

Each line ends with the Löwdin charge.
Positions of all 95 atoms, in Å:
1 Mn -0.4033 0.3472 0.0730  0.876
2 C -7.7512 0.2542 -1.0767  -0.120
3 C -7.0587 1.0612 -1.9658  -0.103
4 C -5.6763 1.0210 -2.0425  -0.029
5 C -4.9106 0.1570 -1.2411  -0.153
6 C -5.6373 -0.5938 -0.2953  -0.055
7 C -7.0176 -0.5642 -0.2290  -0.101
8 C -3.4451 0.0762 -1.2611  -0.069
9 C -2.5796 1.1297 -1.8013  -0.211
10 C -2.7721 1.9801 -2.8976  -0.044
11 C -1.5570 2.6259 -3.1466  -0.057
12 C -0.6397 2.1719 -2.2005  -0.250
13 N -1.2840 1.2794 -1.3770  0.002
14 C 0.7346 2.5781 -2.0061  -0.046
15 C 1.2310 2.7051 -0.6431  -0.250
16 C 2.0970 3.6394 -0.0746  -0.062
17 C 2.2259 3.3185 1.2849  -0.058
18 C 1.4308 2.1946 1.5229  -0.256
19 C 1.3730 1.3490 2.7120  -0.062
20 C 1.4607 1.9150 4.0486  -0.151
21 C 1.3690 1.1187 5.2118  -0.042
22 C 1.4429 1.6617 6.4805  -0.106
23 C 1.5780 3.0315 6.6662  -0.121
24 C 1.5939 3.8455 5.5422  -0.104
25 C 1.5270 3.3074 4.2703  -0.040
26 C 1.2542 -0.0657 2.5156  -0.268
27 N 0.5029 -0.6141 1.5110  0.008
28 C 0.6285 -1.9789 1.5539  -0.257
29 C -0.2081 -2.8690 0.8267  -0.095
30 C -0.0227 -4.3290 1.0464  -0.201
31 C -0.2578 -4.8986 2.2959  -0.036
32 C -0.0873 -6.2594 2.4986  -0.088
33 C 0.3223 -7.0746 1.4516  -0.108
34 C 0.5573 -6.5194 0.2031  -0.091
35 C 0.3875 -5.1565 0.0043  -0.040
36 C -1.2822 -2.4591 0.0655  -0.219
37 C -2.3819 -3.2734 -0.3796  0.002
38 C -3.3500 -2.4399 -0.8308  -0.018
39 C -2.8420 -1.0853 -0.7618  -0.242
40 N -1.5871 -1.1443 -0.2265  0.008
41 C 1.5624 -2.3066 2.5627  -0.039
42 C 1.9305 -1.1246 3.1769  -0.054
43 N 0.8300 1.8403 0.3445  -0.004
44 C 1.5923 2.7980 -3.1489  -0.177
45 C 1.1992 2.3970 -4.4501  -0.048
46 C 2.0354 2.5215 -5.5411  -0.105
47 C 3.3181 3.0426 -5.4078  -0.121
48 C 3.7452 3.4114 -4.1387  -0.110
49 C 2.9153 3.2891 -3.0395  -0.055
50 H -8.8316 0.2872 -1.0207  0.089
51 H -7.5988 1.7423 -2.6127  0.095
52 H -5.1943 1.6896 -2.7288  0.069
53 H -5.1014 -1.1806 0.4361  0.106
54 H -7.5220 -1.1662 0.5175  0.096
55 H -3.6417 2.0588 -3.5208  0.074
56 H -1.3643 3.3635 -3.9078  0.102
57 H 2.5234 4.4988 -0.5629  0.093
58 H 2.8755 3.8061 1.9905  0.093
59 H 1.1939 0.0590 5.1194  0.088
60 H 1.3697 1.0031 7.3377  0.094
61 H 1.6331 3.4550 7.6608  0.088
62 H 1.6431 4.9222 5.6535  0.095
63 H 1.4838 3.9787 3.4292  0.084
64 H -0.5789 -4.2594 3.1082  0.122
65 H -0.2787 -6.6855 3.4753  0.097
66 H 0.4555 -8.1374 1.6091  0.093
67 H 0.8764 -7.1484 -0.6188  0.096
68 H 0.5674 -4.7165 -0.9696  0.111
69 H -2.4161 -4.3498 -0.3282  0.108
70 H -4.3010 -2.7173 -1.2538  0.109
71 H 1.8918 -3.3029 2.8105  0.100
72 H 2.6567 -1.0050 3.9639  0.102
73 H 0.2372 1.9287 -4.5829  0.097
74 H 1.6856 2.1845 -6.5100  0.095
75 H 3.9720 3.1382 -6.2649  0.087
76 H 4.7498 3.7922 -3.9950  0.095
77 H 3.3128 3.5412 -2.0714  0.076
78 C 2.9011 -2.5821 -1.1724  -0.158
79 P 2.5118 -0.8322 -1.3744  0.603
80 C 3.4926 0.0304 -0.1435  -0.130
81 C 3.1635 -0.3799 -2.9864  -0.148
82 O 1.0388 -0.5920 -1.2686  -0.354
83 H 3.9795 -2.7413 -1.1511  0.054
84 H 2.4667 -3.1562 -1.9906  0.053
85 H 2.4659 -2.9180 -0.2305  0.036
86 H 4.5479 -0.2147 -0.2675  0.059
87 H 3.1586 -0.2793 0.8485  0.047
88 H 3.3469 1.1096 -0.2329  0.050
89 H 4.2330 -0.5844 -3.0394  0.057
90 H 2.9895 0.6809 -3.1659  0.029
91 H 2.6431 -0.9552 -3.7517  0.062
92 C -1.6947 1.2329 1.3811  -0.030
93 H -1.7317 2.2764 1.0819  0.037
94 H -1.2595 1.0899 2.3663  0.025
95 H -2.6451 0.7234 1.2478  0.023

***

(2)
Density functional theory data (the ωB97M-V functional and the def2-TZVPD basis) for C2H5MgO3 as an isolated structure at a distorted geometry.

The total charge is +1. The energy is -504.6601 Ha.

Each line ends with the Löwdin charge.
Positions of all 11 atoms, in Å:
1 H -4.1179 0.7334 -0.0594  0.103
2 O -2.5794 0.1765 1.1630  -0.357
3 O -1.8539 1.0017 0.1986  -0.293
4 C -3.9461 0.1440 0.8520  -0.094
5 H -4.2162 -0.9136 0.7441  0.105
6 Mg -1.5740 1.8517 1.8918  1.167
7 O -2.4776 2.8985 3.3065  -0.058
8 C -3.5439 2.8861 3.9187  0.068
9 H -3.8255 3.7624 4.5255  0.133
10 H -4.5668 0.6572 1.6685  0.098
11 H -4.0178 1.9283 4.1928  0.129

***

(3)
Density functional theory data (the ωB97M-V functional and the def2-TZVPD basis) for one molecule with the formula C3H6Si at a distorted geometry.

The energy is -407.2014 Ha.

Each line ends with the Löwdin charge.
Positions of all 10 atoms, in Å:
1 C -1.4288 -0.3594 -0.6691  -0.287
2 C -0.2965 -0.8660 -0.2337  -0.150
3 C -0.9255 1.0653 -0.6551  -0.031
4 Si 1.1819 -0.6132 0.9430  0.613
5 H -2.2768 -0.6684 -1.1986  0.063
6 H -0.5447 1.4138 -1.5882  0.033
7 H -0.6244 1.6581 0.3101  0.082
8 H 1.1395 0.2527 1.9703  -0.119
9 H 2.0901 -0.0099 0.0226  -0.085
10 H 1.6854 -1.8729 1.0987  -0.118

***

(4)
Density functional theory data (the ωB97M-V functional and the def2-TZVPD basis) for C23H42Cl3HgN4O3SSi as an isolated structure at a distorted geometry.

The total charge is -1. The energy is -3567.9503 Ha.

Each line ends with the Löwdin charge.
Positions of all 78 atoms, in Å:
1 C -0.5842 -4.3664 -1.5543  -0.056
2 C 0.9111 -4.3380 -1.4570  -0.229
3 H -0.8979 -4.6813 -2.5547  0.068
4 H -1.0376 -3.3917 -1.3471  0.044
5 H -1.0223 -5.0788 -0.8398  0.088
6 C 1.7110 -5.0939 -2.2171  -0.138
7 C 1.2400 -6.0392 -3.2651  -0.117
8 H 2.7907 -5.0816 -2.0562  0.104
9 H 0.5550 -5.5639 -3.9801  0.070
10 H 0.7243 -6.9101 -2.8356  0.078
11 H 2.1016 -6.4168 -3.8229  0.063
12 Hg -0.6211 -2.7085 1.6609  0.633
13 Cl 1.0086 -2.7213 3.3880  -0.250
14 Cl -2.8787 -2.7118 1.0057  -0.219
15 C 1.0817 2.6639 2.9502  -0.320
16 O 0.4700 2.9540 1.9141  -0.068
17 N 2.3727 3.0260 3.1604  -0.211
18 C 3.0495 3.8221 2.1504  -0.055
19 C 3.1845 2.2972 4.1217  -0.068
20 H 0.6460 2.0884 3.7916  0.142
21 H 2.3682 4.6007 1.7912  0.095
22 H 3.3720 3.2093 1.2943  0.080
23 H 3.9304 4.2699 2.6155  0.078
24 H 2.5686 2.0710 5.0004  0.085
25 H 4.0370 2.9216 4.4058  0.078
26 H 3.5619 1.3473 3.7066  0.086
27 H -4.2904 -0.0226 -1.6975  0.089
28 H -1.7574 -0.2946 -3.0419  0.083
29 C -4.3681 0.7568 -2.4741  -0.060
30 C -2.1763 0.5535 -3.6076  -0.057
31 N -3.0719 1.3418 -2.7836  -0.198
32 H -5.0459 1.5424 -2.1202  0.085
33 C -2.6507 2.5268 -2.2670  -0.413
34 O -1.5102 2.9681 -2.4073  -0.048
35 H -1.3606 1.1868 -3.9654  0.081
36 H -3.4347 3.0646 -1.6868  0.081
37 H -4.7768 0.2953 -3.3830  0.077
38 H -2.7448 0.1474 -4.4526  0.079
39 O 0.7824 -2.4513 0.0861  -0.469
40 C 1.5511 -3.5437 -0.3099  -0.408
41 C 3.5252 -2.6797 -1.6996  -0.068
42 C 3.0039 -3.1341 -0.4874  -0.195
43 H 2.8667 -2.5976 -2.5700  0.115
44 C 4.8891 -2.3705 -1.7924  -0.087
45 H 1.5829 -4.2596 0.5359  0.123
46 C 3.8137 -3.2078 0.6504  -0.042
47 H 5.2987 -2.0382 -2.7508  0.099
48 C 5.7153 -2.5176 -0.6726  -0.109
49 C 5.1773 -2.9296 0.5538  -0.089
50 H 3.3431 -3.4801 1.5996  0.090
51 H 6.7859 -2.3036 -0.7504  0.093
52 H 5.8127 -3.0499 1.4356  0.099
53 Si 0.8658 -0.1003 -0.2845  0.627
54 Cl -1.8090 2.0703 0.6493  0.160
55 C 1.2593 -0.0858 -2.0972  -0.178
56 C 2.3555 0.1145 0.7894  -0.160
57 C -0.8228 0.0682 0.3391  -0.517
58 H 2.3440 -0.2116 -2.2451  0.024
59 H 0.9526 0.8609 -2.5774  0.033
60 H 0.7491 -0.9256 -2.5939  0.031
61 H -1.6540 -0.4828 -0.1189  -0.002
62 H -0.5315 1.0419 -0.2582  -0.044
63 H -0.7955 0.0554 1.4339  0.006
64 H 3.1779 -0.5066 0.4056  0.028
65 H 2.1430 -0.2247 1.8127  0.021
66 H 2.6931 1.1612 0.8086  0.012
67 S -2.6693 4.2551 0.6256  0.482
68 C -4.0639 4.3101 1.5809  -0.841
69 N -4.4883 3.5222 2.5928  0.015
70 C -5.7723 3.9398 3.1399  -0.162
71 C -6.1480 5.1376 2.2655  -0.176
72 N -4.9870 5.2830 1.4066  -0.035
73 H -3.9556 2.7216 2.9241  0.132
74 H -5.6809 4.2336 4.1913  0.106
75 H -6.5120 3.1370 3.0617  0.108
76 H -6.3074 6.0478 2.8509  0.103
77 H -7.0427 4.9389 1.6663  0.102
78 H -4.9032 5.9671 0.6630  0.113